A 3-piece molecular cluster, C2H5N2O overall, computed with ωB97M-V/def2-TZVPD.

Values from the calculation:
LUMO level: -5.04 eV
calculated total energy: -263.51175 Eh
energy above the lowest of the compared OMol25 structures with the same formula, charge and spin: 127.1 kcal/mol
frontier orbital gap: 11.5873 eV

```
! wB97M-V def2-TZVPD RIJCOSX def2/J DEFGRID3
* xyz 1 1
C -1.334 -0.377 -0.096
C 0.512 0.773 -0.197
N -1.493 0.849 0.514
N -0.084 -0.383 -0.477
O -0.382 1.536 0.223
H 3.106 2.099 -0.301
H -2.216 -0.889 -0.324
H 2.700 1.228 -0.059
H 1.494 1.319 -0.268
H 0.415 -1.135 -1.027
*
```

---

An isolated ion of composition C2H5N2O and charge +1, computed with ωB97M-V/def2-TZVPD.

Values from the calculation:
LUMO level: -4.09 eV
SMILES: [NH3+][C@H]1NC1=O
calculated total energy: -263.61820 Eh
energy above the lowest of the compared OMol25 structures with the same formula, charge and spin: 60.3 kcal/mol
frontier orbital gap: 10.8993 eV

```
! wB97M-V def2-TZVPD RIJCOSX def2/J DEFGRID3
* xyz 1 1
N 0.531 0.432 0.426
C 0.044 -0.459 -0.700
N -1.315 -0.090 -1.030
C -0.474 0.156 -1.989
O -0.214 0.509 -3.057
H -0.191 1.209 0.301
H 1.530 0.618 0.340
H 0.335 0.080 1.426
H 0.361 -1.520 -0.549
H -2.182 -0.574 -1.217
*
```

---

An isolated ion of composition C2H5N2O and charge +1, computed with ωB97M-V/def2-TZVPD.

Values from the calculation:
LUMO level: -4.18 eV
SMILES: [NH3+][C@H]1NC1=O
calculated total energy: -263.60951 Eh
energy above the lowest of the compared OMol25 structures with the same formula, charge and spin: 65.8 kcal/mol
frontier orbital gap: 10.6313 eV

```
! wB97M-V def2-TZVPD RIJCOSX def2/J DEFGRID3
* xyz 1 1
N 0.972 0.590 0.451
C -0.008 0.191 -0.561
N -0.569 -1.234 -0.325
C -1.372 -0.288 0.020
O -2.286 0.148 0.627
H 0.757 0.302 1.412
H 1.000 1.572 0.522
H 1.995 0.124 0.385
H 0.282 0.609 -1.553
H -0.772 -2.015 -0.977
*
```

---

A 2-piece molecular cluster, C2H5N2O2 overall, computed with ωB97M-V/def2-TZVPD.

Values from the calculation:
LUMO level: 4.01 eV
calculated total energy: -339.26330 Eh
energy above the lowest of the compared OMol25 structures with the same formula, charge and spin: 7.8 kcal/mol
frontier orbital gap: 8.3746 eV

```
! wB97M-V def2-TZVPD RIJCOSX def2/J DEFGRID3
* xyz -1 1
N -0.580 0.486 -0.678
C -1.203 1.313 0.183
N -1.449 0.957 1.399
H -0.129 -0.416 -0.355
H -0.335 0.817 -1.581
H -1.433 2.307 -0.213
H -1.891 1.723 1.880
O 0.523 -1.922 0.059
C 1.751 -1.781 -0.164
O 2.350 -0.881 -0.768
H 2.396 -2.603 0.239
*
```

---

The lowest energy above the lowest of the compared OMol25 structures with the same formula, charge and spin belongs to which entry? C2H5N2O2

---

Among the records above, which one has the lowest calculated total energy? C2H5N2O2

---

Copy entry 1 word for word.
A 3-piece molecular cluster, C2H5N2O overall, computed with ωB97M-V/def2-TZVPD.

Values from the calculation:
LUMO level: -5.04 eV
calculated total energy: -263.51175 Eh
energy above the lowest of the compared OMol25 structures with the same formula, charge and spin: 127.1 kcal/mol
frontier orbital gap: 11.5873 eV

```
! wB97M-V def2-TZVPD RIJCOSX def2/J DEFGRID3
* xyz 1 1
C -1.334 -0.377 -0.096
C 0.512 0.773 -0.197
N -1.493 0.849 0.514
N -0.084 -0.383 -0.477
O -0.382 1.536 0.223
H 3.106 2.099 -0.301
H -2.216 -0.889 -0.324
H 2.700 1.228 -0.059
H 1.494 1.319 -0.268
H 0.415 -1.135 -1.027
*
```